This record from the Open Molecules 2025 dataset describes a 2-piece molecular cluster, C3H4O2S overall in a non-equilibrium geometry. The level of theory is the ωB97M-V functional and the def2-TZVPD basis.

Last columns: bonded neighbours and bond lengths (Å).
CARTESIAN COORDINATES (ANGSTROEM)
1 O 0.076 -1.367 3.769  C2 1.145
2 C 0.514 -0.850 2.845  O1 1.145, O3 1.146
3 O 0.919 -0.330 1.908  C2 1.146
4 C -1.015 -0.318 -0.126  C5 1.324, H7 1.075, H8 1.077
5 C 0.233 0.124 -0.086  C4 1.324, S6 1.770, H9 1.077
6 S 1.559 -0.755 -0.861  C5 1.770, H10 1.330
7 H -1.262 -1.292 -0.509  C4 1.075
8 H -1.821 0.258 0.296  C4 1.077
9 H 0.486 1.122 0.228  C5 1.077
10 H 2.508 0.130 -0.567  S6 1.330

Properties
- energy above the lowest of the compared OMol25 structures with the same formula, charge and spin (kJ/mol) = 83.2
- frontier orbital gap (eV) = 9.05
- HOMO (eV) = -8.54
- structure (SMILES) = O=C=O.C=CS